1.
ORCA calculation (ωB97M-V/def2-TZVPD) on a structure of composition C35H32INO4P2S3V in a non-equilibrium geometry.

Orbital gap (alpha / beta), eV: 4.539 / 3.922
Charge: -2
LUMO (alpha / beta), eV: 4.1020 / 4.1027
Spin multiplicity: 2
DFT total energy, eV: -131365.58268

Each line ends with the Mulliken charge.
Cartesian coordinates (Å):
1 V -1.712 -0.684 -0.456  -0.325
2 S -0.437 0.995 2.523  -0.756
3 P 0.661 -0.130 1.343  2.162
4 C 0.177 -0.383 -0.315  0.981
5 P 0.993 0.458 -1.602  1.581
6 S -0.140 1.251 -2.990  -0.561
7 C 2.140 1.768 -1.021  -0.124
8 C 1.539 2.957 -0.627  0.188
9 C 2.303 4.037 -0.232  -0.629
10 C 3.685 3.935 -0.224  -0.620
11 C 4.291 2.749 -0.606  -0.641
12 C 3.525 1.671 -1.012  -0.155
13 C 2.240 -0.554 -2.541  -0.287
14 C 2.730 0.028 -3.707  -0.620
15 C 3.605 -0.656 -4.526  -0.680
16 C 3.999 -1.943 -4.194  -0.476
17 C 3.526 -2.524 -3.032  -0.910
18 C 2.651 -1.834 -2.209  0.429
19 C 2.417 0.381 1.626  0.515
20 C 3.480 -0.464 1.329  -0.273
21 C 4.774 -0.084 1.624  -0.841
22 C 5.026 1.147 2.207  -0.594
23 C 3.972 1.999 2.491  -0.674
24 C 2.678 1.614 2.209  -0.577
25 C 0.821 -1.785 2.147  0.651
26 C 1.207 -2.898 1.412  0.105
27 C 1.385 -4.123 2.027  -0.934
28 C 1.201 -4.242 3.396  -0.550
29 C 0.837 -3.132 4.140  -0.562
30 C 0.642 -1.910 3.519  -1.070
31 H 0.462 2.999 -0.648  -0.514
32 H 1.836 4.967 0.064  0.398
33 H 4.289 4.779 0.084  0.364
34 H 5.372 2.673 -0.583  0.378
35 H 4.006 0.752 -1.317  0.329
36 H 2.388 1.021 -3.963  0.315
37 H 3.980 -0.186 -5.425  0.379
38 H 4.666 -2.491 -4.846  0.342
39 H 3.842 -3.525 -2.767  0.389
40 H 2.277 -2.298 -1.309  0.211
41 H 3.286 -1.419 0.864  0.284
42 H 5.596 -0.751 1.398  0.391
43 H 6.038 1.437 2.449  0.366
44 H 4.160 2.967 2.934  0.430
45 H 1.840 2.259 2.438  0.237
46 H 1.366 -2.786 0.351  -0.377
47 H 1.663 -4.987 1.441  0.433
48 H 1.335 -5.203 3.878  0.351
49 H 0.699 -3.214 5.212  0.379
50 H 0.353 -1.038 4.093  0.350
51 C -1.882 4.170 0.714  -1.047
52 C -2.112 3.277 -0.506  -0.418
53 O -1.622 1.986 -0.264  0.409
54 H -2.224 5.188 0.529  0.383
55 H -0.823 4.188 0.969  0.094
56 H -2.419 3.757 1.567  0.329
57 H -1.572 3.648 -1.385  0.262
58 H -3.184 3.242 -0.752  0.407
59 H -2.110 1.646 0.512  -0.262
60 O -4.497 -3.347 -0.795  -0.778
61 C -4.661 -2.135 -0.603  0.482
62 N -3.668 -1.221 -0.533  -0.128
63 S -4.223 0.256 -0.276  1.102
64 O -4.011 1.120 -1.411  -0.598
65 O -3.742 0.768 0.996  -0.667
66 C -5.960 -0.160 -0.165  -0.020
67 C -7.100 0.565 0.060  -0.446
68 C -8.324 -0.107 0.059  -0.550
69 C -8.369 -1.480 -0.200  -0.443
70 C -7.220 -2.201 -0.436  -0.599
71 C -5.992 -1.536 -0.405  -0.097
72 H -7.053 1.632 0.235  0.431
73 H -9.240 0.437 0.246  0.373
74 H -9.329 -1.980 -0.225  0.370
75 H -7.232 -3.260 -0.643  0.478
76 I -0.773 -2.928 -2.803  -0.201
77 C -1.393 -2.667 -0.714  -0.737
78 H -2.312 -3.247 -0.656  0.521
79 H -0.622 -3.209 -0.168  0.161


2.
ORCA calculation (ωB97M-V/def2-TZVPD) on a structure of composition C2H4OS3 in a non-equilibrium geometry.

Orbital gap (alpha / beta), eV: 6.972 / 6.972
LUMO (alpha / beta), eV: -1.4692 / -1.4726
DFT total energy, eV: -36688.16131
Energy relative to the best compared isomer or geometry (same formula, charge and spin), kJ/mol: 376.23

Each line ends with the natural charge from an NBO analysis.
Cartesian coordinates (Å):
1 C 0.950 0.928 0.432  -0.101
2 C 1.521 -0.364 0.263  -0.788
3 O -0.687 -0.348 -1.311  -0.908
4 S -3.291 -0.267 0.459  -0.344
5 S 1.264 2.511 0.423  0.184
6 S -1.172 0.704 -0.377  0.975
7 H 1.233 -0.905 1.198  0.276
8 H 2.594 -0.205 -0.124  0.259
9 H 0.973 -0.773 -0.525  0.301
10 H -3.387 -1.280 -0.438  0.146


3.
ORCA calculation (ωB97M-V/def2-TZVPD) on a structure of composition C3H5CuO3 in a non-equilibrium geometry.

Orbital gap (alpha / beta), eV: 9.749 / 5.866
Charge: +2
LUMO (alpha / beta), eV: -10.3901 / -14.0317
Spin multiplicity: 3
DFT total energy, eV: -53945.32171
Energy relative to the best compared isomer or geometry (same formula, charge and spin), kJ/mol: 293.23

Each line ends with the natural charge from an NBO analysis.
Cartesian coordinates (Å):
1 H 0.489 1.254 -1.400  0.327
2 C -0.937 1.140 -0.631  -0.152
3 C 0.057 0.105 -1.047  -0.095
4 O 0.834 -0.296 0.020  -0.554
5 C 1.273 -1.559 0.211  0.681
6 O 1.038 -1.687 1.496  -0.730
7 H -1.323 1.805 -1.424  0.333
8 H -0.319 -0.726 -1.653  0.310
9 H 1.444 -2.477 1.889  0.583
10 Cu 0.297 0.378 1.970  1.392
11 O -0.959 1.401 0.866  -0.476
12 H -1.894 0.662 -0.297  0.380